Computed, not measured: 4 unconnected molecules or ions with the total composition C31H60BrF3N2O10PS at a distorted geometry, with ωB97M-V/def2-TZVPD.

XYZ file:
```
109
Properties=species:S:1:pos:R:3:lowdin_charge:R:1
F -1.6227 4.4202 -6.4242 0.167
C -1.5057 3.7559 -5.2747 -0.639
F -0.9212 4.5939 -4.3993 0.148
F -2.7478 3.4992 -4.8435 0.133
C -0.7047 2.4991 -5.4510 -0.025
C -0.7325 1.6111 -4.1802 -0.074
C 0.4301 1.9672 -3.3083 -0.129
C 1.7096 1.6100 -3.7531 0.093
C 2.8162 1.9697 -3.0154 -0.175
C 4.1941 1.6186 -3.4682 -0.075
C 4.6011 2.5056 -4.6638 -0.301
C 4.2362 3.9383 -4.5666 0.009
O 3.5458 2.9298 -5.4382 -0.063
C 2.5635 2.6618 -1.8086 -0.350
P 3.9269 3.1977 -0.6622 0.380
S 3.2718 4.3517 0.7462 0.164
N 1.3632 2.9595 -1.3854 0.148
N 0.3387 2.6182 -2.1448 -0.008
C -0.9654 3.0233 -1.5672 -0.087
C -1.5023 1.9816 -0.5950 -0.252
C -1.9192 0.6514 -1.2185 -0.644
Br -2.3131 -0.6185 0.1787 0.706
H -1.0599 1.9655 -6.3267 0.146
H 0.3138 2.8065 -5.6846 0.134
H -0.6649 0.5745 -4.4931 0.144
H -1.6927 1.7463 -3.6999 0.101
H 1.8310 1.0639 -4.6756 0.154
H 4.1883 0.5997 -3.8501 0.140
H 4.9532 1.7572 -2.7056 0.104
H 5.5495 2.2694 -5.1243 0.154
H 4.4527 4.6151 -5.3780 0.126
H 3.6283 4.2818 -3.7413 0.100
H 4.9205 3.8437 -1.4161 -0.006
H 4.4341 2.0310 -0.0633 -0.015
H -0.7533 3.9065 -0.9727 0.141
H -1.6611 3.3374 -2.3352 0.117
H -0.7461 1.7850 0.1647 0.100
H -2.3698 2.3849 -0.0787 0.123
H -2.7918 0.7841 -1.8492 0.066
H -1.1118 0.2269 -1.8079 0.043
C 3.4737 -0.9935 0.1568 -0.126
O 3.6199 -0.6755 1.5163 -0.181
C 2.5103 -0.0408 2.1325 -0.185
C 1.8723 -0.8100 3.2788 -0.178
O 1.3691 -2.1036 3.0171 -0.113
C 2.2400 -3.1504 2.6224 -0.176
C 3.3265 -3.5797 3.5941 -0.186
O 4.2441 -2.5557 3.9372 -0.189
C 4.3075 -2.2232 5.3156 -0.100
H 4.0637 -0.2890 -0.4482 0.059
H 3.8716 -1.9941 -0.0238 0.089
H 2.4294 -0.9747 -0.1709 0.086
H 1.7431 0.2108 1.3889 0.108
H 2.8712 0.9050 2.5533 0.126
H 0.9984 -0.2248 3.5799 0.132
H 2.5256 -0.8202 4.1521 0.103
H 2.6567 -2.9487 1.6331 0.098
H 1.5899 -4.0193 2.4901 0.130
H 3.9032 -4.3715 3.1007 0.128
H 2.8744 -4.0283 4.4837 0.122
H 3.4342 -2.5751 5.8680 0.088
H 4.3580 -1.1355 5.4062 0.082
H 5.2146 -2.6447 5.7550 0.089
C -10.3250 4.5449 -4.6718 -0.104
O -9.0031 4.1998 -4.3019 -0.186
C -8.5690 2.9109 -4.6761 -0.196
C -7.3757 2.8820 -5.6208 -0.185
O -7.4938 3.5376 -6.8674 -0.113
C -7.6850 4.9406 -6.9289 -0.175
C -6.5859 5.8346 -6.3795 -0.185
O -6.3013 5.6523 -5.0048 -0.177
C -4.9849 5.2544 -4.6957 -0.128
H -10.9788 4.5164 -3.7963 0.088
H -10.3240 5.5669 -5.0562 0.083
H -10.7261 3.8857 -5.4445 0.090
H -9.3900 2.3277 -5.1051 0.121
H -8.2535 2.3937 -3.7610 0.125
H -7.2176 1.8290 -5.8727 0.127
H -6.4631 3.1958 -5.1075 0.096
H -8.6571 5.2147 -6.5177 0.101
H -7.7469 5.1638 -7.9974 0.131
H -6.9319 6.8672 -6.5031 0.129
H -5.6820 5.7270 -6.9887 0.121
H -4.4697 4.8473 -5.5622 0.066
H -5.0316 4.4834 -3.9216 0.079
H -4.4228 6.1061 -4.2964 0.093
C 3.1901 -4.4984 9.2430 -0.110
O 3.6944 -5.4418 8.3169 -0.198
C 4.4272 -6.5106 8.8897 -0.186
C 3.8349 -7.8875 8.6197 -0.179
O 2.5024 -8.1437 9.0258 -0.109
C 1.4495 -7.3772 8.4680 -0.179
C 1.2363 -7.4341 6.9619 -0.187
O 2.3606 -7.0051 6.2118 -0.200
C 2.8903 -7.9725 5.3228 -0.110
H 3.7752 -3.5750 9.1931 0.085
H 2.1604 -4.2554 8.9689 0.081
H 3.1938 -4.8750 10.2675 0.090
H 4.5656 -6.3601 9.9646 0.119
H 5.4257 -6.5118 8.4366 0.127
H 4.4456 -8.6018 9.1789 0.131
H 3.9659 -8.1589 7.5721 0.095
H 1.5144 -6.3424 8.8047 0.096
H 0.5394 -7.7752 8.9256 0.130
H 0.4092 -6.7489 6.7397 0.126
H 0.9103 -8.4330 6.6576 0.120
H 2.5594 -8.9840 5.5652 0.089
H 3.9801 -7.9419 5.3913 0.083
H 2.6082 -7.7297 4.2939 0.083
```

The value obtained for the LUMO energy is -4.67 eV. As for the total charge: +1.



Computed, not measured: 11 unconnected molecules or ions with the total composition C31H52O7 at a distorted geometry, with ωB97M-V/def2-TZVPD.

XYZ file:
```
90
Properties=species:S:1:pos:R:3:lowdin_charge:R:1
C -3.2940 -4.4687 1.9313 -0.104
C -4.5484 -4.1177 2.4735 -0.066
C -4.9184 -2.7660 2.5408 -0.102
C -4.0122 -1.8253 2.1895 -0.119
C -2.7249 -2.1372 1.7962 -0.069
C -2.3879 -3.5100 1.6478 -0.109
H -2.9607 -5.4867 1.7937 0.103
H -5.2857 -4.8930 2.6209 0.094
H -5.8811 -2.4589 2.9218 0.103
H -4.3906 -0.8181 2.2828 0.099
H -2.0149 -1.3864 1.4822 0.087
H -1.4134 -3.7353 1.2402 0.095
C 1.0326 4.8770 3.3717 -0.077
C 0.7023 4.8795 2.0214 -0.113
C 0.6202 3.7180 1.3268 -0.086
C 0.8388 2.4574 2.0037 -0.050
C 1.1283 2.4519 3.3664 -0.088
C 1.2694 3.6590 4.0485 -0.079
H 1.2151 5.7718 3.9483 0.096
H 0.5513 5.7487 1.3985 0.103
H 0.4566 3.7221 0.2593 0.066
H 0.8195 1.5805 1.3736 0.074
H 1.4494 1.5251 3.8185 0.084
H 1.7072 3.6509 5.0358 0.098
C 2.0983 1.3939 -2.9254 -0.083
C 2.9276 1.5244 -4.0487 -0.087
C 3.3762 2.7866 -4.4331 -0.091
C 3.0087 3.9366 -3.7264 -0.091
C 2.1445 3.8362 -2.6441 -0.087
C 1.6954 2.5660 -2.2486 -0.080
H 1.7162 0.4042 -2.7230 0.068
H 3.2037 0.6554 -4.6274 0.097
H 4.0890 2.8615 -5.2411 0.097
H 3.3115 4.9295 -4.0246 0.098
H 1.7730 4.7229 -2.1521 0.098
H 0.9432 2.5724 -1.4737 0.063
C 1.8177 -0.7802 5.9354 -0.103
C 2.9094 -1.2381 5.2833 -0.119
C 2.8377 -1.9627 4.0770 -0.091
C 1.6394 -2.0316 3.4161 -0.101
C 0.4827 -1.5731 4.0408 -0.077
C 0.5767 -0.9620 5.2935 -0.083
H 1.9070 -0.4306 6.9533 0.103
H 3.9036 -1.1804 5.7011 0.098
H 3.7867 -2.3008 3.6879 0.100
H 1.6155 -2.4564 2.4234 0.099
H -0.4671 -1.7302 3.5512 0.084
H -0.3663 -0.7329 5.7673 0.099
C -2.0964 3.9725 -1.2973 -0.181
O -1.7358 2.6925 -1.2973 -0.139
H -1.7306 4.4059 -2.2281 0.094
H -3.1809 3.9731 -1.4059 0.092
H -1.7353 4.4012 -0.3624 0.094
H -2.0394 2.2455 -2.0908 0.118
C 4.1341 0.3232 -0.0088 -0.096
O 2.8770 0.0029 0.6304 -0.150
H 4.0102 1.3157 -0.4422 0.074
H 4.9931 0.2498 0.6580 0.084
H 4.3016 -0.3457 -0.8530 0.077
H 2.9246 0.3925 1.5065 0.071
C 2.4252 -2.7063 -3.0808 -0.124
O 1.0781 -2.9760 -2.7908 -0.139
H 2.6945 -1.6791 -2.8351 0.059
H 3.0155 -3.3534 -2.4320 0.082
H 2.7444 -2.9279 -4.0992 0.088
H 0.8555 -2.5291 -1.9709 0.052
C -4.4520 1.0913 -0.3046 -0.156
O -3.5535 1.8524 0.5044 -0.136
H -3.9644 0.2393 -0.7784 0.070
H -5.2384 0.6563 0.3122 0.069
H -4.9659 1.7331 -1.0202 0.073
H -2.8474 2.1662 -0.0653 -0.005
C -2.0884 -4.3059 -2.0729 -0.152
O -1.2351 -4.2909 -3.2081 -0.141
H -2.7938 -5.1364 -2.0429 0.081
H -1.4781 -4.3135 -1.1697 0.062
H -2.6076 -3.3488 -2.0240 0.064
H -0.4449 -3.8076 -2.9557 0.002
C -0.9464 -1.6082 -4.5868 -0.203
O -1.7483 -0.8156 -5.3553 -0.115
H -0.7810 -2.5308 -5.1431 0.089
H -0.0180 -1.0394 -4.5353 0.077
H -1.5113 -1.7520 -3.6658 0.074
H -1.3058 -0.7974 -6.2070 0.079
C -0.4253 -0.4176 -0.8569 -0.106
O 0.6592 -1.2645 -0.3598 -0.143
H 0.0119 0.2834 -1.5679 0.047
H -1.3294 -0.8914 -1.2393 0.079
H -0.6721 0.2784 -0.0552 0.064
H 1.3117 -0.6864 0.0422 0.015
```

The SMILES is c1ccccc1.c1ccccc1.c1ccccc1.c1ccccc1.CO.CO.CO.CO.CO.CO.CO. The value obtained for the LUMO energy is 0.48 eV. For the energy above the lowest of the compared OMol25 structures with the same formula, charge and spin, the calculation gives 0.0 kJ/mol.



| no. | electronic energy (eV) |
| --- | --- |
| 1 | -154879.49201 |
| 2 | -47318.28954 |